Density functional theory data (ωB97M-V/def2-TZVPD) for a 5-piece molecular cluster, H10O5 overall in a non-equilibrium geometry.

CARTESIAN COORDINATES (ANGSTROEM)
O1 -1.783 -1.212 0.633
H1 -1.006 -1.710 0.954
H2 -1.243 -0.481 0.218
O2 -0.078 -0.849 -1.686
H3 0.156 0.061 -1.401
H4 -0.120 -0.848 -2.615
O3 -0.396 0.957 1.576
H5 -1.180 0.377 1.598
H6 0.484 0.501 1.432
O4 1.508 -1.093 0.567
H7 2.306 -1.485 0.942
H8 1.562 -1.117 -0.428
O5 0.282 2.179 -0.704
H9 -0.180 2.044 0.184
H10 -0.313 2.677 -1.268

Max |F|   2.20 eV/A
Net charge   0
Calculated total energy   -382.188573 hartree
E_HOMO   -11.130 eV
LUMO energy   0.44 eV
HOMO-LUMO gap   11.57 eV

These are the natural (NBO) partial charges, in e, on atoms 1 to 5:
1 O -0.936
2 H 0.476
3 H 0.470
4 O -0.974
5 H 0.497



Density functional theory data (ωB97M-V/def2-TZVPD) for a 5-piece molecular cluster, H10O5 overall in a non-equilibrium geometry.

CARTESIAN COORDINATES (ANGSTROEM)
O1 -0.677 0.058 -0.401
H1 -1.239 -0.386 -1.071
H2 0.158 -0.301 -0.414
O2 -1.475 0.314 3.240
H3 -0.981 0.140 2.429
H4 -2.312 0.351 2.909
O3 -0.731 -2.209 -0.003
H5 -0.927 -3.152 0.253
H6 -1.511 -1.771 -0.094
O4 1.351 3.290 -3.366
H7 1.875 3.376 -4.169
H8 1.338 2.262 -3.250
O5 1.998 -0.423 1.081
H9 1.537 -0.271 2.004
H10 1.597 -1.278 0.852

Max |F|   6.08 eV/A
Net charge   0
Calculated total energy   -382.137905 hartree
E_HOMO   -11.384 eV
LUMO energy   0.19 eV
HOMO-LUMO gap   11.57 eV

These are the natural (NBO) partial charges, in e, on atoms 1 to 5:
1 O -0.936
2 H 0.457
3 H 0.484
4 O -0.927
5 H 0.469



Density functional theory data (ωB97M-V/def2-TZVPD) for H10O5Rb as an isolated structure.

CARTESIAN COORDINATES (ANGSTROEM)
Rb1 -9.057 19.105 -13.919
O1 -9.085 21.944 -14.750
H1 -9.978 21.594 -14.897
H2 -8.910 22.551 -15.475
O2 -11.035 19.926 -11.869
H3 -11.528 20.686 -12.198
H4 -11.644 19.179 -11.910
O3 -7.776 19.718 -16.515
H5 -8.216 20.300 -17.143
H6 -7.422 18.995 -17.048
O4 -8.921 16.574 -15.932
H7 -9.799 16.756 -15.582
H8 -8.809 15.621 -15.823
O5 -11.426 20.146 -15.115
H9 -11.553 20.218 -16.072
H10 -12.284 20.401 -14.753

Max |F|   0.56 eV/A
Net charge   +1
Calculated total energy   -406.113663 hartree
E_HOMO   -15.132 eV
LUMO energy   -3.55 eV
HOMO-LUMO gap   11.58 eV

These are the natural (NBO) partial charges, in e, on atoms 1 to 5:
1 Rb 0.984
2 O -0.969
3 H 0.475
4 H 0.488
5 O -0.955



Density functional theory data (ωB97M-V/def2-TZVPD) for H10O5Tl as an isolated structure in a non-equilibrium geometry.

CARTESIAN COORDINATES (ANGSTROEM)
Tl1 0.646 0.645 -0.735
O1 -1.428 -0.970 0.595
H1 -1.503 -1.674 1.239
H2 -2.140 -1.134 -0.024
O2 1.325 3.036 0.675
H3 0.947 3.915 0.663
H4 2.219 3.163 0.991
O3 -0.200 -1.621 -2.392
H5 -0.584 -2.290 -1.826
H6 -0.078 -2.061 -3.234
O4 1.797 -1.979 0.069
H7 1.502 -2.591 0.743
H8 2.564 -2.401 -0.319
O5 -1.373 1.956 0.957
H9 -2.123 2.539 0.841
H10 -1.570 1.468 1.757

Max |F|   1.90 eV/A
Net charge   +3
Calculated total energy   -553.212332 hartree
E_HOMO   -24.235 eV
LUMO energy   -20.08 eV
HOMO-LUMO gap   4.16 eV

These are the natural (NBO) partial charges, in e, on atoms 1 to 5:
1 Tl 1.685
2 O -0.829
3 H 0.536
4 H 0.521
5 O -0.801



Copy entry 2 word for word.
Density functional theory data (ωB97M-V/def2-TZVPD) for a 5-piece molecular cluster, H10O5 overall in a non-equilibrium geometry.

CARTESIAN COORDINATES (ANGSTROEM)
O1 -0.677 0.058 -0.401
H1 -1.239 -0.386 -1.071
H2 0.158 -0.301 -0.414
O2 -1.475 0.314 3.240
H3 -0.981 0.140 2.429
H4 -2.312 0.351 2.909
O3 -0.731 -2.209 -0.003
H5 -0.927 -3.152 0.253
H6 -1.511 -1.771 -0.094
O4 1.351 3.290 -3.366
H7 1.875 3.376 -4.169
H8 1.338 2.262 -3.250
O5 1.998 -0.423 1.081
H9 1.537 -0.271 2.004
H10 1.597 -1.278 0.852

Max |F|   6.08 eV/A
Net charge   0
Calculated total energy   -382.137905 hartree
E_HOMO   -11.384 eV
LUMO energy   0.19 eV
HOMO-LUMO gap   11.57 eV

These are the natural (NBO) partial charges, in e, on atoms 1 to 5:
1 O -0.936
2 H 0.457
3 H 0.484
4 O -0.927
5 H 0.469



HOMO-LUMO gap of number 1 (H10O5)?
11.57 eV



Look up the max |F| of the second one.
6.08 eV/A



Copy entry 4 word for word.
Density functional theory data (ωB97M-V/def2-TZVPD) for H10O5Tl as an isolated structure in a non-equilibrium geometry.

CARTESIAN COORDINATES (ANGSTROEM)
Tl1 0.646 0.645 -0.735
O1 -1.428 -0.970 0.595
H1 -1.503 -1.674 1.239
H2 -2.140 -1.134 -0.024
O2 1.325 3.036 0.675
H3 0.947 3.915 0.663
H4 2.219 3.163 0.991
O3 -0.200 -1.621 -2.392
H5 -0.584 -2.290 -1.826
H6 -0.078 -2.061 -3.234
O4 1.797 -1.979 0.069
H7 1.502 -2.591 0.743
H8 2.564 -2.401 -0.319
O5 -1.373 1.956 0.957
H9 -2.123 2.539 0.841
H10 -1.570 1.468 1.757

Max |F|   1.90 eV/A
Net charge   +3
Calculated total energy   -553.212332 hartree
E_HOMO   -24.235 eV
LUMO energy   -20.08 eV
HOMO-LUMO gap   4.16 eV

These are the natural (NBO) partial charges, in e, on atoms 1 to 5:
1 Tl 1.685
2 O -0.829
3 H 0.536
4 H 0.521
5 O -0.801